(1)
Molecular formula: C7H22ClFeI2N2OP2
Method: DFT, ωB97M-V/def2-TZVPD

Output
- charge = +2
- spin multiplicity = 6
- LUMO (spin up / spin down) (Eh) = -0.27149 / -0.38290

The geometry in XYZ format:
```
38
Properties=species:S:1:pos:R:3:forces:R:3
I -0.0060 1.3380 1.6638 0.00 1.17 -0.68
I 0.0011 -1.1712 2.2292 0.01 -1.09 0.19
Fe -0.0012 -0.0586 -2.0186 0.00 0.19 0.05
P -2.2233 -0.0186 -0.9076 -0.36 -0.33 -0.36
C -3.1008 0.0377 0.7036 -0.43 0.07 0.27
C -2.7846 1.3761 -1.8881 -0.54 0.61 0.53
H -3.8682 1.2617 -2.0590 0.34 -0.12 -0.28
H -3.8640 -1.4079 -1.9571 0.24 0.18 -0.28
H -2.2300 1.4152 -2.8574 -0.51 0.49 0.77
H -2.2347 -1.6570 -2.7132 -0.45 -0.37 0.85
H -2.7640 0.9369 1.2665 -0.37 -0.79 -0.32
H -2.7340 2.2508 -1.1892 0.47 -0.26 -1.11
C -2.7868 -1.5055 -1.7539 -0.65 -0.62 0.56
H -4.2229 0.0953 0.5596 1.24 -0.02 -0.24
H -2.7799 -2.3185 -0.9770 0.62 0.28 -1.14
H -2.8942 -0.8959 1.2677 -0.02 0.70 -0.28
P 2.2227 -0.0091 -0.9069 0.38 -0.25 -0.38
C 3.0992 0.0586 0.7030 0.41 -0.01 0.32
C 2.7950 -1.4918 -1.7543 0.65 -0.59 0.59
H 2.2223 1.4293 -2.8565 0.51 0.48 0.76
H 3.8607 1.2855 -2.0583 -0.33 -0.14 -0.27
H 2.7192 2.2665 -1.1912 -0.47 -0.28 -1.09
C 2.7766 1.3903 -1.8874 0.49 0.63 0.52
H 2.2418 -1.6434 -2.7134 0.46 -0.38 0.86
H 3.8715 -1.3839 -1.9575 -0.25 0.16 -0.28
H 4.2214 0.1167 0.5583 -1.25 0.04 -0.23
H 2.9047 -0.8789 1.2646 -0.01 0.68 -0.27
H 2.7933 -2.3026 -0.9743 -0.61 0.27 -1.17
H 2.7475 0.9484 1.2736 0.44 -0.79 -0.37
Cl 0.0003 -0.1559 -4.3045 0.00 0.08 2.14
N 1.1939 -0.2516 6.0718 -1.08 3.57 -3.58
C -0.0376 0.3931 5.5739 2.64 -3.87 -1.06
N -1.1820 -0.2254 6.0102 0.21 1.31 1.95
O 0.0074 0.9931 4.5104 -0.15 0.95 0.70
H 1.1635 -0.3849 7.0375 0.68 -0.18 1.81
H 1.9741 0.3510 5.6415 -1.26 -1.45 1.65
H -1.9396 0.3446 5.6416 -0.44 -0.43 0.63
H -1.1647 -0.3832 7.0564 -0.61 0.12 -1.77
```
Forces are in eV/Å.

=====

(2)
Molecular formula: C7H22F5N3ORhSbTe
Method: DFT, ωB97M-V/def2-TZVPD

Output
- charge = +2
- LUMO (spin up / spin down) (Eh) = -0.37175 / -0.37171

The geometry in XYZ format:
```
41
Properties=species:S:1:pos:R:3:forces:R:3
Rh 0.2121 -0.0796 -0.1794 -0.46 -1.10 1.56
N 1.4957 -1.8645 0.4065 -0.88 1.35 -0.70
C 2.5813 -1.3702 1.2587 0.49 0.52 0.63
C 1.9992 -0.5056 2.3839 0.67 -0.95 -0.29
N 1.1699 0.5841 1.8701 -1.69 -0.74 -1.66
C 1.7359 1.9324 1.7693 0.34 0.81 -0.71
C 2.0234 2.3329 0.3168 0.62 0.14 0.64
N 0.8334 2.0743 -0.4968 -0.03 -1.17 0.11
H 0.8474 -2.4399 0.9512 -0.13 0.11 -0.25
H 1.8599 -2.4493 -0.3469 -0.18 0.18 -0.04
H 3.2726 -0.7940 0.6380 -0.08 -0.06 0.05
H 3.1493 -2.1941 1.7109 -0.13 0.05 -0.18
H 2.8327 -0.1188 2.9770 -0.19 0.05 0.06
H 1.3807 -1.1404 3.0246 0.02 0.16 0.02
H 0.2987 0.6181 2.3926 -0.10 0.04 0.06
H 2.6658 2.0124 2.3382 -0.16 -0.08 0.08
H 1.0133 2.6397 2.1836 0.05 -0.12 0.09
H 2.8564 1.7549 -0.0922 -0.09 0.07 0.03
H 2.3088 3.3931 0.2957 -0.05 -0.18 -0.06
H 0.9720 2.3889 -1.4571 -0.12 -0.20 0.06
H 0.0310 2.5873 -0.1159 -0.12 -0.24 -0.25
C -4.2545 0.4441 -3.6264 0.35 -0.39 0.04
Sb -2.8214 -0.9663 -2.7904 -0.15 0.16 0.68
C -0.7670 -0.4595 -3.3082 -0.91 0.00 -0.07
C -3.1341 -3.1171 -2.8332 0.04 0.29 -0.18
H -4.4755 0.1058 -4.6336 -0.06 0.03 -0.11
H -3.8104 1.4420 -3.6347 0.11 -0.26 0.07
H -5.1540 0.4352 -3.0091 0.20 -0.19 0.06
H -0.3956 -1.1441 -4.0666 0.15 -0.08 0.11
H -0.1744 -0.5535 -2.3797 0.01 -0.12 -0.17
H -0.7255 0.5677 -3.6707 -0.06 -0.09 0.10
H -3.7885 -3.3723 -3.6655 0.08 0.02 0.00
H -3.6001 -3.4015 -1.8846 0.07 0.37 -0.22
H -2.1628 -3.6109 -2.9301 -0.13 0.24 -0.10
F -1.8665 1.1020 -1.0109 1.32 -0.39 0.47
Te -2.7946 -0.5429 0.0652 -5.44 2.21 0.68
F -4.4365 -1.5162 -0.5606 0.86 0.27 0.27
F -3.3126 -1.3663 1.6543 0.50 0.13 -0.44
F -1.6602 0.4450 1.3608 -0.01 -0.40 -0.48
F -4.0303 0.8702 0.4316 0.89 -0.82 -0.32
O -1.4797 -1.7210 -0.3478 4.40 0.34 0.35
```
Forces are in eV/Å.

=====

(3)
Molecular formula: C7H22O7
Method: DFT, ωB97M-V/def2-TZVPD

Output
- charge = 0
- LUMO (Eh) = 0.01559
- SMILES string = OCCO.OCCO.OCCO.CO

The geometry in XYZ format:
```
36
Properties=species:S:1:pos:R:3:forces:R:3
C 0.6863 -0.8676 -2.5428 -0.48 -0.07 -1.24
O 0.1441 -0.1618 -1.4604 0.99 0.34 0.22
H 1.0639 -1.8539 -2.2730 0.16 -0.02 0.20
H -0.1651 -1.0079 -3.2088 0.23 -0.34 -0.76
H 1.4778 -0.3568 -3.0911 -0.04 0.33 0.28
H -0.1648 -0.9257 -0.9678 -0.66 0.28 1.13
C 2.1658 1.2332 0.8892 -0.07 -0.27 0.42
C 1.0597 0.7113 1.8387 -0.16 0.38 0.14
O 1.4290 -0.0898 2.9973 0.45 0.45 -1.18
O 3.0216 2.2503 1.4432 -0.30 -0.09 -0.44
H 1.7203 1.6604 -0.0092 -0.51 0.41 0.35
H 2.7403 0.4393 0.4119 0.37 -0.45 0.65
H 0.3060 0.1537 1.2827 0.32 -0.23 -0.10
H 0.5275 1.5665 2.2551 -0.03 0.37 -0.22
H 1.9590 0.5171 3.5192 0.09 -0.23 0.40
H 3.2027 2.1677 2.3823 -0.16 -0.45 -0.05
C -0.4928 -3.3054 0.4218 -0.16 -0.30 -0.12
C 0.8334 -3.8474 -0.1879 -2.82 0.15 -0.42
O 1.9629 -3.1429 0.1563 0.49 0.36 0.12
O -1.0608 -2.1118 -0.1616 0.78 -0.16 0.41
H -0.2998 -3.1774 1.4869 -0.38 0.46 0.13
H -1.3144 -4.0080 0.2832 0.48 -0.77 0.36
H 0.6165 -3.7875 -1.2544 0.79 -0.24 -0.26
H 0.8607 -4.8871 0.1385 0.21 -0.29 -0.18
H 2.0811 -3.3148 1.0934 0.40 0.31 0.21
H -1.7902 -2.3855 -0.7226 0.01 0.09 -0.02
C -1.6596 2.5923 0.2561 -1.17 0.40 -1.89
C -2.4630 2.4428 -1.1610 1.38 0.49 0.78
O -3.6928 3.1329 -1.1757 -0.41 0.42 0.67
O -1.3671 3.9302 0.6737 -0.13 -0.47 -0.33
H -0.6620 2.1819 0.0994 -0.33 -0.49 0.05
H -2.2648 2.0326 0.9692 0.29 0.05 0.41
H -2.6782 1.4033 -1.4084 0.35 -0.32 0.49
H -1.7876 2.7964 -1.9401 0.02 0.24 -0.08
H -3.8493 3.6078 -1.9952 0.33 -0.10 0.01
H -2.1461 4.4114 0.9623 -0.30 -0.26 -0.15
```
Forces are in eV/Å.

=====

Short version: energy relative to the best compared isomer or geometry (same formula, charge and spin) = 0.982, 3.847, 3.499 eV, in the order given.